# 1
The following is a quantum chemistry calculation of a cluster of 2 separate species, C3H3F3O4S in total at a distorted geometry, from OMol25.

Last column: Löwdin charge in e.
Cartesian coordinates (Å):
1 C -1.058 -2.153 0.082  -0.16
2 C 0.165 -0.033 0.667  0.13
3 C 0.664 0.772 -3.455  -0.67
4 O -1.579 -3.051 -0.368  0.37
5 O 2.258 0.298 -1.438  -0.48
6 O 0.593 -1.322 -1.779  -0.53
7 O -0.482 -1.384 0.862  0.13
8 F 0.646 1.955 -2.846  0.10
9 F -0.614 0.407 -3.745  0.06
10 F 1.279 0.901 -4.675  0.04
11 S 1.692 -0.551 -2.414  0.76
12 H 0.076 0.441 1.609  0.11
13 H -0.182 0.293 -0.221  0.06
14 H 1.171 -0.377 0.454  0.09

Values from the calculation:
Orbital gap in hartree: 0.2508
Highest occupied orbital energy in eV: -8.06
Spin multiplicity: 1

# 2
The following is a quantum chemistry calculation of a cluster of 2 separate species, C3H3F3S in total at a distorted geometry, from OMol25.

Last column: Löwdin charge in e.
Cartesian coordinates (Å):
1 C -0.867 -0.637 1.226  -0.73
2 C 0.087 -0.580 0.166  -0.19
3 C -2.415 -1.812 -0.044  -0.52
4 F -2.181 -1.550 -1.348  0.09
5 F -3.559 -1.377 0.357  0.15
6 F -2.292 -3.123 0.288  0.09
7 S -1.103 -0.598 2.784  0.76
8 H 0.971 0.142 0.348  0.11
9 H 0.504 -1.700 0.143  0.16
10 H -0.471 -0.289 -0.776  0.09

Values from the calculation:
Orbital gap (spin up / spin down) in hartree: 0.2839 / 0.2840
Highest occupied orbital energy (spin up / spin down) in eV: -8.23 / -8.23
Spin multiplicity: 1

# 3
The following is a quantum chemistry calculation of a cluster of 2 separate species, C3H3F4NO3 in total at a distorted geometry, from OMol25.

Last column: Löwdin charge in e.
Cartesian coordinates (Å):
1 C 0.342 0.246 -0.020  -0.17
2 C 0.025 1.215 -1.131  -0.04
3 C 0.469 1.070 -2.505  -0.65
4 N -2.328 0.243 -1.325  -0.21
5 O -2.308 -0.637 -2.129  0.14
6 O -3.014 0.795 -0.502  0.13
7 O -0.779 -0.132 0.765  -0.04
8 F -0.517 2.485 -0.691  0.02
9 F 1.715 1.511 -2.771  0.13
10 F -0.163 1.710 -3.492  0.16
11 F 0.557 -0.205 -2.807  0.16
12 H 1.082 0.576 0.732  0.14
13 H 0.803 -0.692 -0.559  0.16
14 H -0.614 0.076 1.641  0.06

Values from the calculation:
Orbital gap (spin up / spin down) in hartree: 0.3210 / 0.3257
Highest occupied orbital energy (spin up / spin down) in eV: -9.95 / -9.91
Spin multiplicity: 1

# 4
The following is a quantum chemistry calculation of a structure of composition C3H3FGaO2 at a distorted geometry, from OMol25.

Last column: Löwdin charge in e.
Cartesian coordinates (Å):
1 F 1.326 -4.733 1.180  0.05
2 H 0.088 -2.661 1.732  0.26
3 H -1.511 -4.978 1.581  0.22
4 O -1.515 -4.550 3.668  0.22
5 O -1.037 -2.491 3.587  0.21
6 C -1.267 -4.252 2.340  0.23
7 C -0.857 -2.966 2.313  0.25
8 C -1.469 -3.454 4.361  -0.20
9 H 0.842 -5.506 1.530  0.16
10 Ga -1.856 -3.230 6.189  1.61

Values from the calculation:
Orbital gap (spin up / spin down) in hartree: 0.3022 / 0.2117
Total charge: +3
Highest occupied orbital energy (spin up / spin down) in eV: -26.85 / -26.11
Spin multiplicity: 1

# 5
The following is a quantum chemistry calculation of a cluster of 2 separate species, C3H3FI2 in total at a distorted geometry, from OMol25.

Last column: Löwdin charge in e.
Cartesian coordinates (Å):
1 C 1.158 -0.037 0.194  -0.17
2 C 0.549 -1.095 0.683  -0.67
3 C -0.862 1.609 -0.455  -0.63
4 F -0.979 2.176 -1.672  -0.15
5 I -0.209 -2.641 -0.570  0.71
6 I -2.665 0.826 0.068  0.82
7 H 1.488 0.580 0.999  0.07
8 H 1.344 -0.026 -0.851  0.05
9 H 0.176 -1.393 1.605  -0.02

Values from the calculation:
Orbital gap (spin up / spin down) in hartree: 0.3133 / 0.2578
<S²>: 2.01
Highest occupied orbital energy (spin up / spin down) in eV: -8.06 / -9.30
Spin multiplicity: 3

# 6
The following is a quantum chemistry calculation of the molecule C3H3FN2 at a distorted geometry, from OMol25.

Last column: Löwdin charge in e.
Cartesian coordinates (Å):
1 F -2.517 -0.173 -0.075  0.06
2 C -1.172 -0.177 0.054  -0.36
3 C -0.393 0.903 -0.065  -0.07
4 N 0.934 0.495 -0.053  0.08
5 C 0.801 -0.947 -0.068  -0.16
6 N -0.440 -1.348 0.005  0.12
7 H -0.641 1.929 0.220  0.13
8 H 1.779 0.929 -0.037  0.09
9 H 1.648 -1.612 0.020  0.11

Values from the calculation:
Orbital gap in hartree: 0.3654
Structure (SMILES): Fc1c[nH]cn1
Highest occupied orbital energy in eV: -9.07
Spin multiplicity: 1

# 7
The following is a quantum chemistry calculation of the molecule C3H3FN2O at a distorted geometry, from OMol25.

Last column: Löwdin charge in e.
Cartesian coordinates (Å):
1 N 0.329 0.799 1.636  0.14
2 C 0.378 0.208 0.398  -0.36
3 N 1.475 -0.267 -0.153  0.12
4 O 1.087 -0.764 -1.415  -0.05
5 C -0.214 -0.519 -1.604  -0.04
6 C -0.717 -0.008 -0.460  -0.24
7 F -1.958 0.329 -0.123  0.09
8 H 0.870 0.265 2.273  0.09
9 H -0.629 0.927 1.947  0.10
10 H -0.622 -0.971 -2.499  0.14

Values from the calculation:
Orbital gap in hartree: 0.3838
Structure (SMILES): Nc1nocc1F
Highest occupied orbital energy in eV: -9.63
Spin multiplicity: 1

# 8
The following is a quantum chemistry calculation of the molecule C3H3FN2O at a distorted geometry, from OMol25.

Last column: Löwdin charge in e.
Cartesian coordinates (Å):
1 O -0.285 1.831 0.030  -0.05
2 N -0.832 0.797 0.360  -0.29
3 C -1.976 0.291 -0.121  -0.14
4 F -2.230 -0.841 0.426  0.09
5 N 0.073 -0.128 1.077  0.02
6 C 0.875 -0.662 0.028  -0.04
7 C 1.456 0.227 0.727  -0.01
8 H -2.489 1.038 -0.779  0.16
9 H 0.656 -1.432 -0.687  0.12
10 H 2.263 1.019 0.849  0.14

Values from the calculation:
Orbital gap (spin up / spin down) in hartree: 0.3452 / 0.3452
Structure (SMILES): [O-]/[N+](=C/F)N1C=C1
Highest occupied orbital energy (spin up / spin down) in eV: -8.50 / -8.50
Spin multiplicity: 1

# 9
The following is a quantum chemistry calculation of a structure of composition C3H3FN2O at a distorted geometry, from OMol25.

Last column: Löwdin charge in e.
Cartesian coordinates (Å):
1 C -1.529 -0.253 0.335  -0.16
2 C -0.083 -0.112 0.122  -0.38
3 C 1.741 0.725 -0.159  -0.15
4 H -2.249 0.026 1.306  0.18
5 H -1.445 -1.399 0.046  0.14
6 H 2.716 1.341 -0.340  0.17
7 N 0.586 1.136 0.056  0.18
8 N 0.606 -1.124 -0.174  0.08
9 O 1.761 -0.663 -0.419  -0.01
10 F -2.105 0.323 -0.771  -0.05

Values from the calculation:
Orbital gap in hartree: 0.4403
Highest occupied orbital energy in eV: -11.01
Spin multiplicity: 1

# 10
The following is a quantum chemistry calculation of the molecule C3H3FN2O at a distorted geometry, from OMol25.

Last column: Löwdin charge in e.
Cartesian coordinates (Å):
1 C -1.277 0.563 0.275  -0.56
2 C -4.437 0.242 0.219  -0.14
3 C 0.172 0.154 0.062  -0.01
4 N -1.734 1.385 1.061  0.28
5 N -2.200 -0.200 -0.438  0.09
6 O -3.452 -0.134 -0.445  -0.01
7 F -5.549 -0.288 -0.147  0.11
8 H 0.777 0.981 0.049  0.04
9 H 0.271 -0.505 0.914  0.08
10 H 0.463 -0.210 -1.003  0.13

Values from the calculation:
Orbital gap (spin up / spin down) in hartree: 0.2429 / 0.3053
Highest occupied orbital energy (spin up / spin down) in eV: -9.15 / -9.53
Spin multiplicity: 1

# 11
The following is a quantum chemistry calculation of the molecule C3H3FN2S at a distorted geometry, from OMol25.

Last column: Löwdin charge in e.
Cartesian coordinates (Å):
1 F -3.588 -0.295 -0.218  -0.04
2 N -2.615 0.572 0.305  0.02
3 C -1.336 0.175 0.133  -0.54
4 N -0.814 -0.971 0.149  0.05
5 C 0.543 -0.967 0.058  -0.25
6 C 1.138 0.248 -0.018  -0.46
7 S 0.018 1.555 -0.020  0.93
8 H -2.844 1.503 -0.033  0.13
9 H 1.061 -1.910 0.064  0.10
10 H 2.190 0.448 -0.066  0.06

Values from the calculation:
Orbital gap in hartree: 0.3380
Structure (SMILES): FNc1nccs1
Highest occupied orbital energy in eV: -8.65
Spin multiplicity: 1

# 12
The following is a quantum chemistry calculation of a cluster of 2 separate species, C3H3FN2S in total at a distorted geometry, from OMol25.

Last column: Löwdin charge in e.
Cartesian coordinates (Å):
1 C -0.535 -0.404 -0.159  -0.14
2 C -0.624 1.606 0.727  -0.19
3 C 0.657 0.066 0.255  -0.06
4 N 0.623 1.289 0.797  0.08
5 N -1.385 0.577 0.230  0.06
6 F 2.062 -2.824 -1.622  -0.66
7 S 3.065 -1.947 -0.588  0.53
8 H -0.717 -1.441 -0.509  0.13
9 H -0.853 2.563 1.053  0.11
10 H -2.293 0.515 -0.185  0.15

Values from the calculation:
Orbital gap (spin up / spin down) in hartree: 0.2258 / 0.2254
Highest occupied orbital energy (spin up / spin down) in eV: -8.79 / -8.79
Spin multiplicity: 1

Energy above the lowest of the compared OMol25 structures with the same formula, charge and spin, respectively: 37.8 64.3 69.4 0.0 26.7 12.8 48.1 178.7 75.8 211.4 61.8 133.3 kcal per mole.